C16H32CuNO2P2Si | ωB97M-V with the def2-TZVPD basis set

Each line ends with the Mulliken charge.
Positions of all 55 atoms, in Å:
Cu  -0.06813  -0.59875  -0.01050  -1.4903
P  -1.88256  0.81676  -0.52155  1.2984
C  -2.85974  -0.70602  -0.97785  -1.1873
C  -2.12977  -1.79698  -1.75084  0.7670
N  -0.83443  -1.90858  -1.46327  -0.1243
C  -0.06589  -2.82924  -2.06264  0.6634
C  -0.60933  -3.69468  -3.00737  -0.7898
C  -1.97213  -3.64667  -3.27928  -0.4427
C  -2.75317  -2.68932  -2.62858  -0.7727
C  1.38852  -2.86339  -1.63852  -1.4015
P  1.56980  -1.94587  -0.05240  1.0988
H  -3.82947  -2.60904  -2.79153  0.4722
H  0.03844  -4.43393  -3.48968  0.4657
H  -2.43008  -4.33541  -3.98518  0.4285
H  1.73944  -3.90611  -1.55388  0.5106
H  1.99599  -2.32263  -2.38418  0.4270
H  -3.20468  -1.12950  -0.00973  0.4685
H  -3.72300  -0.36970  -1.57493  0.5949
H  -1.77912  -2.83808  3.79949  0.3035
O  -2.34278  -2.98251  3.01776  -0.5723
H  -3.15451  -3.38105  3.40952  0.2863
H  1.21605  -1.69031  4.30308  0.3208
O  0.87664  -2.59675  4.39402  -0.6333
H  1.41132  -3.00312  5.11516  0.3187
C  1.23187  -3.28335  1.13675  -1.1643
H  1.83045  -4.19057  0.95222  0.3805
H  1.37795  -2.93347  2.17051  0.2615
H  0.15993  -3.52208  1.03070  0.3682
C  3.29342  -1.45369  0.05457  -1.1115
H  3.45014  -1.00295  1.04119  0.3607
H  4.03121  -2.24593  -0.09970  0.3823
H  3.45226  -0.67388  -0.70096  0.4004
C  -1.98716  1.74778  -2.05878  -1.2701
H  -3.03619  1.90456  -2.33951  0.4469
H  -1.47347  2.70745  -1.90486  0.2966
H  -1.46944  1.16003  -2.83214  0.3763
C  -2.93806  1.53055  0.73675  -1.3361
H  -2.40898  2.37742  1.18339  0.3422
H  -3.88380  1.85200  0.29024  0.4291
H  -3.09741  0.74214  1.48325  0.4169
C  3.32073  3.69288  1.17254  -0.9320
Si  1.54873  3.90039  0.55841  0.0764
C  0.63368  4.90947  1.85706  -0.9905
C  1.66262  4.89510  -1.04023  -0.9851
C  0.46379  2.40006  0.25457  0.5909
C  -0.22122  1.33000  0.04458  -0.0696
H  3.77064  4.68836  1.32616  0.2876
H  3.95172  3.15189  0.45490  0.3026
H  3.36294  3.15882  2.13145  0.2966
H  1.10801  5.89339  1.98131  0.3121
H  -0.41187  5.04707  1.54770  0.2961
H  0.63782  4.38488  2.82283  0.3063
H  2.26426  4.36585  -1.79156  0.3097
H  0.65785  5.04647  -1.45783  0.2988
H  2.12018  5.88022  -0.86265  0.3103

Properties
LUMO level (spin up / spin down) (eV): -2.8 / -2.7
HOMO (spin up / spin down) (eV): -7.95 / -11.13
Calculated total energy (eV): -93784.1908
2S+1: 2
Molecular weight (g mol⁻¹): 424.017
Expectation value of S²: 0.76
Net charge: +1
Relative energy (zero: lowest compared OMol25 entry of this formula, charge and spin) (eV): 0.9727

C3H6N2S3 | ωB97M-V with the def2-TZVPD basis set

Each line ends with the Mulliken charge.
Positions of all 14 atoms, in Å:
C  1.39912  -0.18411  0.44093  0.0486
C  0.20980  0.17944  1.28376  -0.5299
C  -0.21358  0.33296  -0.91179  -0.2520
N  -0.68698  0.72047  0.36480  0.0566
N  1.10814  -0.11876  -0.80399  -0.3617
S  1.86519  -1.99501  -2.15711  -0.0560
S  -1.39950  -1.04845  -1.65880  -0.2586
S  -1.48845  2.15471  0.64403  -0.1443
H  2.52039  -0.60922  0.52989  0.3086
H  -0.16681  -0.69734  1.84337  0.2517
H  0.64467  0.75097  2.05850  0.3541
H  -0.41019  1.07332  -1.62946  0.3510
H  -0.87302  -2.29627  -1.28006  0.1137
H  -2.50875  1.73729  1.27593  0.1182

Properties
LUMO level (spin up / spin down) (eV): 0.5 / -1.5
HOMO (spin up / spin down) (eV): -8.73 / -8.57
Calculated total energy (eV): -38689.1957
2S+1: 3
Molecular weight (g mol⁻¹): 166.296
Expectation value of S²: 2.00
Net charge: 0
Relative energy (zero: lowest compared OMol25 entry of this formula, charge and spin) (eV): 0.3058

C38H105N5O21 | ωB97M-V with the def2-TZVPD basis set

Each line ends with the Mulliken charge.
Positions of all 169 atoms, in Å:
C  -0.45234  -5.02904  -12.50003  -0.7819
O  -1.02423  -4.09436  -11.57243  -0.3200
C  -0.58381  -4.52605  -10.31948  -0.5428
C  -0.96277  -3.41078  -9.29805  -0.5901
N  -1.00838  -3.99403  -7.91927  -0.4116
C  -1.58192  -2.94144  -7.08118  -0.4289
C  -1.33091  -3.32350  -5.62858  -0.6105
O  0.05426  -3.29537  -5.30279  -0.3695
C  0.64680  -2.03492  -5.08053  -0.7051
H  -0.99689  -5.00910  -13.44404  0.2877
H  -0.58733  -6.07145  -12.21147  0.3179
H  0.62289  -4.89083  -12.61347  0.3103
H  0.44800  -4.84947  -10.18210  0.3245
H  -1.14735  -5.43323  -10.10142  0.3714
H  -1.91504  -2.96720  -9.58878  0.3701
H  -0.19420  -2.63814  -9.31851  0.2774
H  -0.07331  -4.21785  -7.60999  0.2891
H  -2.63259  -2.82736  -7.34797  0.3889
H  -1.02685  -2.02383  -7.27606  0.2600
H  -1.83701  -4.23881  -5.32170  0.4083
H  -1.83406  -2.61730  -4.96812  0.2858
H  0.75644  -1.46654  -6.00413  0.3989
H  1.67765  -2.19129  -4.76272  0.3204
H  0.12353  -1.35946  -4.40376  0.1747
C  0.38881  -4.64849  -2.09853  -0.5407
O  -0.67060  -4.68198  -1.08218  -0.4873
C  -0.34219  -4.08478  0.19405  1.6182
C  0.00055  -5.29100  1.05232  -0.8763
N  -0.80196  -5.25959  2.29398  0.0917
C  -0.28409  -6.16943  3.38809  -0.7520
C  0.87315  -5.28960  4.03659  0.1399
O  1.55646  -6.09374  4.99131  -0.4406
C  2.52157  -5.30775  5.67105  -0.7088
H  0.04928  -5.37019  -2.84147  0.2527
H  1.34851  -4.99505  -1.71516  0.3025
H  0.29727  -3.65650  -2.54088  0.1438
H  -1.11880  -3.51903  0.70873  -0.4821
H  0.40450  -3.32596  -0.03989  -0.8319
H  1.07484  -5.28134  1.23646  0.4326
H  -0.09571  -6.19865  0.45648  0.3266
H  -1.76219  -5.51437  2.11191  0.1982
H  -0.04227  -7.15917  3.00075  0.2898
H  -1.20800  -6.25355  3.96030  0.1780
H  0.32791  -4.38802  4.31582  0.0880
H  1.58353  -5.06440  3.24114  0.2311
H  3.00591  -5.86159  6.47528  0.2886
H  1.95471  -4.50135  6.13632  0.3012
H  3.40473  -5.05420  5.08466  0.2677
C  -3.37278  -4.27714  5.30176  -1.0194
O  -3.33942  -3.46392  4.12286  -0.1746
C  -3.59036  -2.14893  4.38784  -0.3079
C  -4.37845  -1.75095  3.15829  -0.7087
N  -3.55279  -1.81372  1.91455  0.5197
C  -3.95890  -0.98066  0.87617  -0.2623
C  -5.12800  -1.47053  0.08305  -1.1587
O  -4.85740  -2.72001  -0.59204  -0.1717
C  -6.08317  -3.33620  -0.94229  -0.8374
H  -2.58814  -3.86105  5.93368  0.4233
H  -3.11568  -5.32412  5.14104  0.2054
H  -4.33227  -4.29107  5.81876  0.3489
H  -2.65843  -1.59510  4.50131  -0.2691
H  -4.15655  -2.03798  5.31262  0.6169
H  -4.71766  -0.74839  3.41888  0.4111
H  -5.17736  -2.49001  3.21854  0.2330
H  -3.80010  -2.70964  1.51926  0.1828
H  -3.07573  -0.80553  0.26181  -0.4476
H  -4.07910  0.08653  1.06256  0.4659
H  -5.23642  -0.74147  -0.71996  0.3768
H  -6.06872  -1.36151  0.62273  0.5072
H  -5.92308  -4.26350  -1.49238  0.2173
H  -6.67265  -2.75887  -1.65454  0.3137
H  -6.64540  -3.41794  -0.01206  0.3465
C  8.53731  5.59239  7.85955  -0.6901
O  7.35662  4.97920  7.31363  -0.3339
C  7.22736  3.58154  7.61592  -0.4757
C  5.75438  3.12908  7.74294  -0.8050
N  5.07191  3.39445  6.53376  -0.1894
C  3.78525  2.70676  6.59633  -0.7148
C  2.97234  2.79485  5.31737  -0.5009
O  2.12120  1.66996  5.15075  -0.4633
C  1.28275  1.69542  4.00461  -0.0388
H  9.33277  4.85903  7.99192  0.3249
H  8.27956  6.02947  8.82424  0.2642
H  8.77476  6.41235  7.18177  0.2221
H  7.75765  3.30246  8.52642  0.4318
H  7.60019  2.90689  6.84525  0.2426
H  5.30690  3.52456  8.65477  0.4144
H  5.62661  2.11040  8.10910  0.4601
H  4.93046  4.37534  6.33892  0.2060
H  3.03325  3.11795  7.26976  0.2718
H  3.82633  1.67789  6.95386  0.4055
H  3.62277  2.93960  4.45477  0.3193
H  2.45617  3.74079  5.48131  0.2437
H  0.92584  2.69723  3.76569  0.2355
H  0.43849  1.09662  4.34630  -0.0588
H  1.79706  1.18739  3.18883  0.2309
C  -3.24408  8.25381  -3.82768  -0.7337
O  -3.81644  6.98600  -3.87237  -0.3264
C  -3.34424  6.13483  -2.96226  -0.6391
C  -3.92201  4.63405  -3.23090  -0.4861
N  -3.58228  3.65766  -2.15337  0.3009
C  -3.69887  2.30962  -2.59606  -0.5350
C  -2.78023  1.80640  -3.73001  -0.8054
O  -1.32217  1.59781  -3.57127  -0.7145
C  -0.61191  1.62490  -4.84396  -0.8239
H  -3.61943  8.94416  -4.58309  0.2621
H  -2.16636  8.17455  -3.97030  0.3260
H  -3.52043  8.69899  -2.87189  0.3171
H  -3.54799  6.41421  -1.92856  0.4103
H  -2.26719  5.97548  -3.01386  0.4056
H  -3.66713  4.31136  -4.24036  0.3284
H  -5.01180  4.62341  -3.24933  0.4258
H  -4.14929  3.78577  -1.32744  0.3251
H  -4.70695  2.13023  -2.96982  0.3002
H  -3.43853  1.62204  -1.79136  0.1962
H  -3.11017  2.30120  -4.64347  0.7479
H  -3.09967  0.78034  -3.91242  0.4388
H  0.44680  1.78276  -4.63822  0.3323
H  -1.12123  2.28498  -5.54610  0.4014
H  -0.75773  0.72606  -5.44306  0.1929
O  1.54438  -1.82570  2.52698  -0.7096
H  0.67418  -1.47819  2.33150  0.1787
H  1.44880  -2.24505  3.38211  0.2340
O  1.45201  4.34112  0.74381  -0.6375
H  2.12160  4.40381  1.42495  0.3128
H  1.38913  3.40493  0.55454  0.2260
O  -0.96102  -0.86722  2.84744  0.4340
H  -1.03953  -0.66042  3.77872  0.1617
H  -1.83722  -1.15463  2.59073  -0.2204
C  4.29679  3.46287  -0.72814  0.1697
C  3.76683  4.79818  -1.35601  -0.2181
O  4.40974  4.82784  -2.64071  -0.5492
O  5.65639  3.66704  -0.31731  -0.5557
H  4.27772  2.63811  -1.44054  0.2933
H  3.72601  3.19945  0.16232  -0.2203
H  3.94215  5.67286  -0.72967  0.2436
H  2.68711  4.84296  -1.49842  0.2223
H  5.34207  4.98579  -2.47517  0.3207
H  6.17056  3.61591  -1.12639  0.3230
C  -2.76849  4.54292  2.22876  -0.3413
C  -1.88850  3.49987  3.09153  0.3201
O  -1.36101  4.10123  4.24430  -0.5267
O  -3.82463  5.06345  2.95559  -0.5202
H  -3.24195  4.04312  1.38368  0.0214
H  -2.10980  5.21701  1.68119  0.4647
H  -1.05118  3.09470  2.52335  -0.1899
H  -2.47344  2.64709  3.43607  0.1622
H  -1.08378  4.99487  4.02946  0.3521
H  -4.22604  5.73208  2.39576  0.3093
C  4.09167  -0.57963  0.27201  -0.5074
C  3.55980  -1.39484  -0.90300  0.1275
O  3.08976  -0.49345  -1.84304  -0.6141
O  3.00012  -0.01084  1.02216  -0.1924
H  4.71903  0.25842  -0.03163  0.2514
H  4.61286  -1.26095  0.94452  0.4072
H  2.76843  -2.10944  -0.67676  -0.2403
H  4.38529  -1.98571  -1.29992  0.4430
H  2.15416  -0.28711  -1.78240  0.1378
H  2.51071  -0.64235  1.55440  0.1243
C  -0.18419  0.08443  -0.61888  0.5871
C  -0.01124  1.34509  0.21106  -0.1020
O  1.31852  1.75467  0.00828  0.1349
O  0.18752  0.23237  -2.01505  -0.2567
H  -1.19171  -0.27062  -0.40222  -0.3308
H  0.53605  -0.56596  -0.12253  0.0215
H  -0.04385  1.11288  1.27554  -0.0501
H  -0.75867  2.09875  -0.03681  0.3550
H  1.85931  1.02456  0.31826  -0.0756
H  -0.49968  0.74398  -2.44819  0.2026

Properties
LUMO level (spin up / spin down) (eV): -3.4 / -8.3
HOMO (spin up / spin down) (eV): -9.80 / -9.80
Calculated total energy (eV): -91533.9774
2S+1: 2
Molecular weight (g mol⁻¹): 968.272
Expectation value of S²: 0.75
Net charge: +1
Relative energy (zero: lowest compared OMol25 entry of this formula, charge and spin) (eV): 1.1075

C5H11NO | ωB97M-V with the def2-TZVPD basis set

Each line ends with the Mulliken charge.
Positions of all 18 atoms, in Å:
C  -0.93903  2.02363  -0.90352  -0.7289
C  -0.80490  0.67351  -0.94044  -0.5966
C  -0.63146  -0.06551  0.41479  1.0203
N  -1.30780  0.43418  1.51671  -0.5151
C  -0.07610  -1.29850  0.24294  -0.5262
C  0.52275  -2.46531  1.10945  -1.0711
H  0.00475  2.36628  -0.80834  0.3337
H  -1.75996  2.60919  -1.31215  0.2721
H  -0.89735  -0.05738  -1.82970  0.2558
H  -1.75506  -0.32876  1.94204  0.2511
H  -1.97377  1.22867  1.32543  0.3046
H  0.25180  -1.53594  -0.79097  0.1341
H  -0.20894  -3.26541  1.42184  0.2779
H  1.32002  -2.87397  0.47308  0.3253
H  1.18319  -2.10595  1.96848  0.2739
O  2.44451  1.85735  -1.46137  -0.6697
H  3.01643  1.34107  -0.84622  0.3255
H  1.61092  1.46284  -1.52206  0.3333

Properties
LUMO level (eV): -0.2
Structure (SMILES): C=C/C(N)=C/C.O
HOMO (eV): -7.66
Calculated total energy (eV): -8896.1824
Molecular weight (g mol⁻¹): 101.149
Net charge: 0
Relative energy (zero: lowest compared OMol25 entry of this formula, charge and spin) (eV): 5.5149

C6H19NO2PS3 | ωB97M-V with the def2-TZVPD basis set

Each line ends with the Mulliken charge.
Positions of all 32 atoms, in Å:
C  1.58607  0.50072  3.52963  -0.8237
P  0.23912  1.36615  2.48866  0.2040
C  -0.26029  2.99385  3.35390  -0.8563
N  -1.15287  0.31040  2.13305  -0.3714
S  -2.05287  -0.11287  3.56904  -0.3837
H  1.97150  1.30394  4.32291  0.3295
H  2.50618  0.28520  2.80345  0.2510
H  1.21470  -0.49611  4.05384  0.1447
H  0.71593  3.42952  3.85564  0.2368
H  -0.68931  3.76627  2.55463  0.2423
H  -1.08038  2.85330  4.17961  0.1878
H  -2.95227  0.92464  3.90569  0.0067
C  1.22768  -1.11954  -0.77327  -0.9639
S  1.80054  -1.58200  0.87971  0.5700
O  2.97802  -0.71318  1.20797  -0.6681
C  2.43924  -3.20794  0.41015  -1.0336
H  0.81781  -0.10778  -0.72765  0.2667
H  2.06228  -1.14032  -1.47811  0.3924
H  0.44627  -1.81124  -1.09597  0.3585
H  3.20026  -3.10156  -0.36692  0.2738
H  1.61912  -3.83350  0.04944  0.3447
H  2.88604  -3.67274  1.29236  0.3266
C  -3.21836  0.63302  -3.62643  -0.9815
S  -1.93849  -0.64569  -3.59171  0.4145
O  -1.28070  -0.58839  -2.24520  -0.5096
C  -0.83158  0.16298  -4.77193  -0.9408
H  -4.00691  0.35339  -2.92379  0.3153
H  -2.79421  1.59532  -3.32999  0.3096
H  -3.63895  0.70180  -4.63220  0.3784
H  -0.55269  1.15413  -4.40568  0.3026
H  -1.32823  0.24703  -5.74163  0.3765
H  0.06738  -0.44884  -4.87918  0.2999

Properties
LUMO level (eV): 2.3
HOMO (eV): -2.56
Calculated total energy (eV): -53906.3316
Molecular weight (g mol⁻¹): 264.398
Net charge: -1

C3H11N2P3 | ωB97M-V with the def2-TZVPD basis set

Each line ends with the Mulliken charge.
Positions of all 19 atoms, in Å:
C  1.48949  1.67486  -1.12269  -0.8817
C  1.01589  0.32681  -1.46150  -0.1694
C  -0.25062  -0.12442  -1.32307  -0.8155
N  -2.09664  -0.03193  1.21085  0.0187
N  0.10463  -0.96112  1.25821  -0.0633
P  -1.43017  -1.33321  1.83242  -0.2993
P  -3.60466  0.80663  1.04215  -0.0434
P  1.54517  -1.48018  1.42855  0.0882
H  0.59782  2.41376  -0.91595  0.2530
H  2.12137  1.74711  -0.23136  0.2237
H  1.92305  2.17456  -2.13752  0.2531
H  2.23034  -0.97792  2.45153  0.0749
H  1.73971  -0.49197  -1.60886  0.5066
H  -0.94731  0.61746  -1.10959  0.1250
H  -0.47068  -1.14374  -1.34697  0.4651
H  -4.64247  -0.30032  0.71836  0.0559
H  -3.39446  1.06463  -0.41250  0.0725
H  2.25001  -1.10712  0.13805  0.0599
H  1.81955  -2.87390  1.58991  0.0761

Properties
LUMO level (spin up / spin down) (eV): 0.7 / -2.3
HOMO (spin up / spin down) (eV): -5.56 / -8.29
Calculated total energy (eV): -34129.2801
2S+1: 3
Molecular weight (g mol⁻¹): 168.057
Expectation value of S²: 2.01
Net charge: 0

> Look up the net charge of the fifth one.

-1

> Which value of molecular weight does entry 2 give?

166.296 g mol⁻¹

> Which of these has the lowest calculated total energy?

C16H32CuNO2P2Si

> Which of these has the lowest calculated total energy?

C16H32CuNO2P2Si